*1*
C23H36BCaN2O2SSbSe | ωB97M-V with the def2-TZVPD basis set

Results
Gap between HOMO and LUMO: 7.656 eV
LUMO level: 0.26 eV

Geometry as ORCA input:
```
! RIJCOSX wB97M-V def2-TZVPD def2/J DEFGRID3
* xyz 0 1
Ca -0.025 -1.304 -0.887
O 3.028 -0.906 -0.952
B 2.134 -2.014 -1.180
O 2.965 -3.164 -1.289
C 4.276 -2.766 -1.138
C 5.416 -3.533 -1.169
C 6.633 -2.868 -0.989
C 6.678 -1.491 -0.786
C 5.506 -0.730 -0.755
C 4.320 -1.405 -0.936
H 5.366 -4.605 -1.323
H 7.557 -3.433 -1.007
H 7.636 -1.002 -0.648
H 5.530 0.343 -0.590
C 0.041 0.798 3.410
N -1.234 0.220 2.973
C -2.134 1.255 2.429
C -1.278 -1.062 2.494
S 0.154 -1.926 2.099
N -2.498 -1.629 2.424
C -2.708 -2.949 1.842
C -3.647 -1.187 3.224
H -0.193 1.703 3.972
H 0.677 1.055 2.567
H 0.580 0.111 4.049
H -1.567 1.901 1.761
H -2.550 1.860 3.239
H -2.934 0.828 1.840
H -2.077 -3.101 0.984
H -3.750 -3.020 1.538
H -2.479 -3.733 2.566
H -3.354 -0.441 3.949
H -4.033 -2.051 3.768
H -4.444 -0.797 2.589
C -1.096 3.786 -1.166
C 0.397 3.789 -0.838
Sb 1.268 1.823 -0.738
C 3.299 2.462 -0.973
C 4.021 2.607 0.376
C 0.921 1.329 -2.818
C 1.337 2.413 -3.815
H -1.490 4.805 -1.195
H -1.677 3.224 -0.433
H -1.299 3.325 -2.137
H 0.586 4.271 0.123
H 0.963 4.341 -1.589
H 3.287 3.405 -1.521
H 3.783 1.710 -1.601
H 3.555 3.374 1.002
H 5.069 2.893 0.241
H 4.003 1.671 0.941
H -0.148 1.114 -2.914
H 1.466 0.401 -3.008
H 0.818 3.356 -3.623
H 1.095 2.112 -4.837
H 2.410 2.607 -3.774
Se -2.362 0.165 -1.074
C -3.904 -0.924 -0.733
C -3.954 -2.292 -1.022
C -5.093 -3.047 -0.756
C -6.214 -2.452 -0.193
C -6.186 -1.092 0.091
C -5.047 -0.336 -0.177
H -3.101 -2.769 -1.473
H -5.107 -4.104 -1.000
H -7.103 -3.038 0.008
H -7.060 -0.613 0.517
H -5.033 0.724 0.040
*
```

---

*2*
C23H36BCaN2O2SSbSe | ωB97M-V with the def2-TZVPD basis set

Results
Gap between HOMO and LUMO: 7.708 eV
LUMO level: 0.36 eV

Geometry as ORCA input:
```
! RIJCOSX wB97M-V def2-TZVPD def2/J DEFGRID3
* xyz 0 1
Ca 0.316 -0.798 -0.577
O 3.213 1.053 0.760
B 2.745 -0.205 0.268
O 3.891 -1.047 0.187
C 4.976 -0.323 0.598
C 6.296 -0.706 0.682
C 7.204 0.251 1.137
C 6.790 1.531 1.487
C 5.450 1.908 1.397
C 4.565 0.954 0.948
H 6.609 -1.704 0.406
H 8.251 -0.010 1.218
H 7.521 2.249 1.836
H 5.117 2.901 1.668
C -3.300 0.097 -1.466
N -3.443 -1.348 -1.377
C -3.741 -1.987 -2.657
C -2.999 -2.029 -0.307
S -2.030 -1.295 0.899
N -3.385 -3.314 -0.168
C -2.724 -4.187 0.793
C -4.705 -3.775 -0.585
H -4.095 0.475 -2.109
H -2.336 0.365 -1.912
H -3.381 0.546 -0.481
H -3.136 -1.504 -3.422
H -4.800 -1.901 -2.910
H -3.452 -3.032 -2.630
H -1.650 -4.030 0.773
H -2.928 -5.217 0.501
H -3.094 -4.014 1.806
H -5.313 -2.940 -0.918
H -5.196 -4.231 0.276
H -4.645 -4.518 -1.383
C -2.382 3.980 -0.418
C -1.108 3.947 -1.256
Sb 0.282 2.466 -0.544
C 2.040 3.165 -1.554
C 2.354 2.340 -2.799
C 0.643 3.316 1.393
C 0.981 4.802 1.368
H -3.105 4.700 -0.809
H -2.171 4.259 0.617
H -2.872 3.004 -0.397
H -0.604 4.915 -1.249
H -1.331 3.710 -2.298
H 2.847 3.090 -0.824
H 1.898 4.220 -1.796
H 2.510 1.289 -2.548
H 3.260 2.699 -3.292
H 1.544 2.382 -3.530
H 1.463 2.728 1.806
H -0.239 3.120 2.007
H 1.865 4.999 0.758
H 1.187 5.175 2.374
H 0.162 5.399 0.962
Se -0.066 -1.570 -3.279
C 0.210 -3.171 -2.255
C 1.324 -3.325 -1.421
C 1.503 -4.474 -0.652
C 0.594 -5.515 -0.730
C -0.499 -5.393 -1.585
C -0.697 -4.239 -2.321
H 2.101 -2.565 -1.397
H 2.374 -4.546 -0.013
H 0.740 -6.418 -0.151
H -1.205 -6.211 -1.676
H -1.546 -4.162 -2.989
*
```

---

Going by the energies, *2* is most stable and the next is 24.5 kcal/mol up.

---

*1*
C36H98N6O10 | ωB97M-V with the def2-TZVPD basis set

Results
Gap between HOMO and LUMO: 8.907 eV
SMILES string: COC[C@H](C)N.COC[C@H](C)N.COC[C@H](C)N.COC[C@H](C)N.COC[C@H](C)N.COC[C@H](C)N.CC(C)O.CC(C)O.CC(C)O.CC(C)O
LUMO level: 0.33 eV

Geometry as ORCA input:
```
! RIJCOSX wB97M-V def2-TZVPD def2/J DEFGRID3
* xyz 0 1
C 0.132 2.720 3.840
O -0.225 1.631 4.738
C 0.069 0.333 4.118
C -0.587 -0.685 5.071
C 0.137 -0.780 6.450
N -0.604 -1.967 4.388
H -0.393 2.768 2.886
H 1.214 2.721 3.702
H 0.046 3.708 4.294
H -0.367 0.346 3.119
H 1.115 0.158 3.865
H -1.591 -0.313 5.273
H 1.112 -1.263 6.391
H -0.516 -1.286 7.161
H 0.421 0.212 6.802
H 0.338 -2.268 4.180
H -0.917 -2.703 5.005
C -4.564 2.684 -5.147
O -4.346 1.582 -4.300
C -3.498 0.626 -4.910
C -3.278 -0.640 -4.011
C -2.178 -1.588 -4.522
N -4.434 -1.473 -3.962
H -4.754 2.424 -6.189
H -3.753 3.412 -5.136
H -5.464 3.216 -4.841
H -3.931 0.344 -5.870
H -2.492 0.961 -5.163
H -2.982 -0.415 -2.987
H -1.949 -2.339 -3.767
H -1.240 -1.041 -4.612
H -2.362 -2.051 -5.492
H -5.142 -1.083 -3.355
H -4.137 -2.269 -3.415
C 2.120 1.087 -5.114
O 1.136 1.955 -4.459
C 1.758 3.131 -3.988
C 0.637 4.003 -3.449
C -0.382 4.363 -4.505
N 1.162 5.274 -3.062
H 2.884 0.833 -4.379
H 2.493 1.596 -6.002
H 1.641 0.128 -5.311
H 2.570 2.922 -3.291
H 2.247 3.687 -4.787
H 0.186 3.484 -2.603
H -0.756 3.398 -4.845
H 0.027 4.952 -5.326
H -1.158 4.982 -4.053
H 1.875 5.260 -2.347
H 1.690 5.748 -3.780
C -1.739 5.425 1.773
O -1.986 5.192 0.411
C -2.701 3.961 0.275
C -3.153 3.845 -1.226
C -4.142 4.922 -1.671
N -3.904 2.548 -1.447
H -0.898 4.786 2.044
H -2.560 5.246 2.468
H -1.526 6.492 1.828
H -2.082 3.111 0.562
H -3.615 3.972 0.869
H -2.290 3.845 -1.892
H -3.827 5.897 -1.301
H -5.016 4.768 -1.037
H -4.350 4.986 -2.739
H -3.289 1.782 -1.211
H -4.057 2.486 -2.443
C 3.908 0.043 1.557
O 3.679 -1.346 1.308
C 2.608 -2.001 1.950
C 2.903 -2.375 3.420
C 4.124 -3.156 3.619
N 1.884 -3.260 3.961
H 4.247 0.198 2.581
H 2.985 0.613 1.448
H 4.691 0.483 0.939
H 1.655 -1.485 1.833
H 2.422 -2.894 1.353
H 2.905 -1.484 4.047
H 4.333 -3.454 4.646
H 5.038 -2.734 3.199
H 4.018 -4.090 3.068
H 2.110 -3.636 4.870
H 1.682 -4.045 3.359
C 1.231 -2.554 -3.908
O 2.619 -2.716 -3.570
C 2.801 -3.543 -2.437
C 4.310 -3.584 -1.966
C 4.391 -4.514 -0.787
N 4.572 -2.244 -1.426
H 0.772 -1.835 -3.229
H 0.789 -3.550 -3.934
H 1.184 -2.017 -4.855
H 2.188 -3.263 -1.580
H 2.402 -4.543 -2.604
H 5.055 -3.864 -2.711
H 3.714 -4.261 0.029
H 5.429 -4.541 -0.454
H 4.091 -5.545 -0.978
H 4.158 -1.558 -2.041
H 4.208 -2.031 -0.508
C -4.814 -0.982 2.005
C -3.743 -1.295 3.065
C -3.842 -2.750 3.471
O -2.486 -1.070 2.497
H -5.795 -1.274 2.380
H -4.545 -1.382 1.028
H -4.804 0.096 1.841
H -3.896 -0.691 3.959
H -3.551 -3.409 2.652
H -4.847 -3.080 3.734
H -3.081 -3.005 4.209
H -1.851 -1.300 3.179
C 1.455 3.666 0.184
C 2.759 3.944 0.899
C 3.441 5.227 0.393
O 2.449 4.295 2.236
H 1.042 2.716 0.524
H 1.635 3.534 -0.883
H 0.671 4.407 0.337
H 3.549 3.193 0.894
H 2.660 5.986 0.434
H 3.748 5.059 -0.639
H 4.282 5.575 0.993
H 1.856 5.048 2.308
C 0.258 -5.213 1.596
C 0.754 -6.236 2.634
C 0.616 -7.692 2.178
O 2.088 -5.932 2.981
H -0.739 -5.447 1.222
H 0.859 -5.176 0.688
H 0.263 -4.188 1.965
H 0.258 -6.159 3.602
H 0.900 -7.876 1.142
H -0.433 -7.989 2.167
H 1.148 -8.342 2.873
H 2.334 -6.558 3.665
C -0.194 -1.269 -0.130
C -0.670 0.229 -0.174
C -0.568 0.930 -1.532
O -2.002 0.343 0.172
H -0.446 -1.729 0.825
H 0.888 -1.233 -0.261
H -0.665 -1.896 -0.888
H -0.094 0.816 0.541
H -1.147 0.342 -2.243
H 0.442 0.969 -1.941
H -0.962 1.946 -1.549
H -2.162 -0.111 1.002
*
```

---

*2*
C36H98N6O10 | ωB97M-V with the def2-TZVPD basis set

Results
Gap between HOMO and LUMO: 9.519 eV
SMILES string: COC[C@H](C)N.COC[C@H](C)N.COC[C@H](C)N.COC[C@H](C)N.COC[C@H](C)N.COC[C@H](C)N.CC(C)O.CC(C)O.CC(C)O.CC(C)O
LUMO level: 0.51 eV

Geometry as ORCA input:
```
! RIJCOSX wB97M-V def2-TZVPD def2/J DEFGRID3
* xyz 0 1
C 3.323 -3.062 -2.254
O 2.013 -3.518 -1.969
C 1.016 -2.671 -2.454
C -0.311 -3.393 -2.211
C -1.367 -2.515 -2.847
N -0.541 -3.520 -0.767
H 4.078 -3.792 -2.051
H 3.552 -2.158 -1.685
H 3.430 -2.876 -3.328
H 1.020 -1.726 -2.011
H 1.097 -2.548 -3.529
H -0.142 -4.435 -2.672
H -1.397 -1.461 -2.439
H -2.362 -3.008 -2.584
H -1.317 -2.510 -3.924
H 0.165 -4.227 -0.434
H -1.479 -3.942 -0.571
C -5.655 -0.479 -7.403
O -4.848 0.726 -7.136
C -3.458 0.686 -7.465
C -2.799 1.599 -6.456
C -1.327 1.570 -6.472
N -3.273 1.500 -5.081
H -6.646 -0.180 -6.924
H -5.204 -1.350 -6.841
H -5.794 -0.747 -8.501
H -3.107 -0.332 -7.339
H -3.174 1.007 -8.463
H -3.072 2.619 -6.760
H -0.870 0.734 -5.972
H -1.071 2.534 -5.953
H -0.949 1.623 -7.457
H -4.245 1.256 -5.192
H -2.828 0.709 -4.623
C 4.548 -1.575 6.607
O 3.737 -2.704 6.665
C 4.073 -3.618 7.716
C 3.189 -4.830 7.668
C 3.497 -5.663 8.864
N 3.512 -5.733 6.484
H 5.581 -1.916 6.462
H 4.431 -1.044 7.574
H 4.123 -0.917 5.821
H 5.112 -4.007 7.564
H 3.967 -3.178 8.743
H 2.130 -4.566 7.633
H 4.537 -5.942 8.748
H 2.870 -6.549 9.098
H 3.544 -5.072 9.847
H 3.319 -5.216 5.630
H 2.754 -6.432 6.562
C -2.349 4.712 0.322
O -3.334 3.757 0.594
C -3.786 3.875 1.957
C -4.917 2.899 2.252
C -6.176 3.402 1.595
N -5.127 2.855 3.689
H -1.854 4.458 -0.619
H -1.509 4.826 1.060
H -2.839 5.683 0.219
H -2.898 3.602 2.616
H -4.081 4.908 2.202
H -4.572 1.968 1.788
H -6.833 2.623 1.774
H -6.261 3.592 0.519
H -6.500 4.244 2.135
H -4.514 2.332 4.324
H -6.097 2.716 3.905
C 3.023 0.807 -6.371
O 2.039 0.913 -5.254
C 2.174 2.136 -4.550
C 1.228 2.131 -3.395
C 1.099 3.463 -2.674
N 1.702 1.114 -2.414
H 4.001 0.682 -5.961
H 2.902 1.634 -7.013
H 2.743 -0.072 -6.916
H 3.225 2.298 -4.137
H 1.932 3.068 -5.183
H 0.253 1.904 -3.813
H 0.622 4.233 -3.280
H 2.096 3.758 -2.383
H 0.590 3.249 -1.724
H 1.582 0.263 -2.951
H 1.074 1.006 -1.586
C -1.910 1.761 -1.638
O -0.978 1.164 -0.759
C -1.663 0.359 0.217
C -0.651 -0.182 1.230
C 0.050 1.007 1.879
N 0.348 -1.006 0.596
H -1.403 2.186 -2.471
H -2.377 2.603 -1.192
H -2.586 0.990 -2.033
H -2.378 0.976 0.632
H -2.183 -0.517 -0.282
H -1.154 -0.743 1.948
H 0.767 1.492 1.231
H 0.577 0.626 2.723
H -0.642 1.809 2.222
H 0.784 -0.483 -0.167
H -0.142 -1.790 0.166
C 6.020 0.343 -0.519
C 5.031 -0.079 0.557
C 3.867 0.877 0.713
O 4.516 -1.337 0.293
H 6.855 -0.342 -0.701
H 6.466 1.346 -0.275
H 5.530 0.468 -1.460
H 5.515 -0.060 1.537
H 4.157 1.926 0.529
H 3.283 0.760 1.694
H 3.109 0.658 -0.039
H 3.844 -1.426 0.974
C 1.991 -4.347 1.777
C 2.628 -3.469 2.898
C 4.060 -3.910 3.107
O 2.659 -2.095 2.539
H 2.266 -5.396 1.707
H 2.200 -3.934 0.822
H 0.859 -4.158 1.878
H 2.062 -3.557 3.840
H 4.548 -3.914 2.142
H 4.201 -4.962 3.505
H 4.503 -3.267 3.891
H 1.812 -1.848 2.207
C 0.989 -0.654 5.596
C -0.418 -1.122 5.342
C -0.566 -2.643 5.003
O -1.222 -0.817 6.506
H 1.031 0.442 5.788
H 1.653 -0.958 4.790
H 1.439 -1.261 6.440
H -0.849 -0.639 4.532
H -1.654 -2.954 5.054
H 0.012 -3.225 5.776
H -0.185 -2.819 4.016
H -0.711 -1.005 7.295
C -3.823 6.297 -2.989
C -3.959 4.834 -3.223
C -5.379 4.413 -3.651
O -2.993 4.337 -4.190
H -2.872 6.649 -2.616
H -4.556 6.629 -2.219
H -4.092 6.963 -3.872
H -3.754 4.359 -2.278
H -6.128 4.969 -3.036
H -5.538 3.345 -3.439
H -5.555 4.700 -4.678
H -3.333 3.440 -4.511
*
```

---

Going by the energies, *2* is most stable and the next is 2.0 kcal/mol up.

---

*1*
C4H8N2 | ωB97M-V with the def2-TZVPD basis set

Results
Gap between HOMO and LUMO: 8.623 eV
SMILES string: CN1CCC=N1
LUMO level: 1.04 eV

Geometry as ORCA input:
```
! RIJCOSX wB97M-V def2-TZVPD def2/J DEFGRID3
* xyz 0 1
C 1.088 -0.345 -1.687
N 0.222 -0.211 -0.630
C 0.440 -0.864 0.665
C -0.516 -0.091 1.613
C -1.079 0.920 0.638
N -0.568 0.913 -0.573
H 0.990 -1.255 -2.165
H 0.985 0.521 -2.406
H 2.210 -0.440 -1.426
H 1.535 -0.826 0.901
H 0.218 -1.939 0.670
H 0.096 0.444 2.409
H -1.207 -0.678 2.202
H -2.005 1.532 0.864
*
```

---

*2*
C4H8N2 | ωB97M-V with the def2-TZVPD basis set

Results
Gap between HOMO and LUMO: 10.271 eV
SMILES string: CN(C)CC#N
LUMO level: 0.85 eV

Geometry as ORCA input:
```
! RIJCOSX wB97M-V def2-TZVPD def2/J DEFGRID3
* xyz 0 1
C -0.371 -0.482 -1.528
N 0.194 -0.413 -0.191
C 1.227 0.600 -0.070
C -0.830 -0.121 0.792
C -0.354 -0.360 2.165
N 0.030 -0.499 3.247
H -0.931 0.425 -1.816
H -1.043 -1.342 -1.606
H 0.435 -0.625 -2.254
H 1.773 0.454 0.867
H 0.785 1.616 -0.053
H 1.929 0.529 -0.904
H -1.721 -0.728 0.612
H -1.123 0.946 0.739
*
```

---

Going by the energies, *2* is most stable and the next is 26.9 kcal/mol up.